(1)
44
Properties=species:S:1:pos:R:3 method="wB97M-V/def2-TZVPD" smiles="Cc1nc(CN(C)C(=O)c2coc([C@H](C)NC(=O)[C@@H]3C[C@H]3C#N)n2)no1" energy_ha=-1249.97791 multiplicity=1 e_homo_ev=-9.76 de_lowest_ev=0.150
C 2.60999 -3.21772 -4.36194
C 1.88654 -3.31434 -3.07301
N 1.75955 -2.41958 -2.14787
C 0.99347 -3.07658 -1.21320
C 0.56472 -2.43262 0.06789
N -0.18550 -1.21227 -0.17720
C -1.52025 -1.40082 -0.72827
C 0.40140 -0.00325 -0.42487
O -0.18831 0.88822 -1.01229
C 1.78448 0.27471 0.05345
C 2.52324 1.29719 -0.41902
O 3.71182 1.30472 0.24783
C 3.62760 0.27326 1.10753
C 4.79701 -0.04303 1.98061
C 5.71966 -1.05981 1.30502
N 4.26920 -0.53037 3.24269
C 5.05108 -0.56232 4.35364
O 6.18057 -0.11112 4.36507
C 4.45132 -1.16346 5.58862
C 3.58976 -2.39029 5.53237
C 2.96398 -1.06317 5.86492
C 2.54081 -0.81299 7.21958
N 2.19992 -0.61931 8.29874
N 2.51814 -0.37617 1.04416
N 0.66542 -4.28684 -1.53818
O 1.26708 -4.46043 -2.78504
H 3.05190 -2.22984 -4.44851
H 3.39196 -3.97466 -4.41353
H 1.92384 -3.38446 -5.19164
H -0.06440 -3.13140 0.61836
H 1.44062 -2.21173 0.66906
H -2.09483 -0.48919 -0.60042
H -1.48648 -1.63704 -1.79570
H -2.00188 -2.22140 -0.19872
H 2.35600 2.05420 -1.16142
H 5.35520 0.87295 2.17434
H 6.10559 -0.65996 0.36669
H 6.55850 -1.27738 1.96358
H 5.17118 -1.97874 1.09389
H 3.38988 -1.02010 3.19791
H 5.10596 -1.06151 6.44146
H 3.36016 -2.81460 4.56462
H 3.69256 -3.10669 6.33366
H 2.34919 -0.58370 5.11505

(2)
44
Properties=species:S:1:pos:R:3 method="wB97M-V/def2-TZVPD" smiles="Cc1nc(CN(C)C(=O)c2coc([C@H](C)NC(=O)[C@@H]3C[C@H]3C#N)n2)no1" energy_ha=-1249.98341 multiplicity=1 e_homo_ev=-9.68 de_lowest_ev=0.000
C 2.17554 3.82172 -4.36812
C 1.32302 3.93901 -3.16239
N 1.28985 3.17657 -2.11832
C 0.31898 3.77800 -1.35136
C -0.08043 3.25633 -0.00696
N 1.05477 3.21762 0.90099
C 1.53593 4.51395 1.35746
C 1.95675 2.19338 0.94306
O 3.07680 2.34336 1.40404
C 1.58293 0.83752 0.45307
C 2.49629 -0.11617 0.18074
O 1.83413 -1.23723 -0.20754
C 0.52597 -0.90488 -0.14314
C -0.48901 -1.95735 -0.44944
C -1.67007 -1.39337 -1.22912
N -0.90772 -2.56802 0.80820
C -1.31424 -3.86072 0.85524
O -1.27400 -4.60260 -0.11068
C -1.78453 -4.33526 2.19307
C -1.38108 -5.72397 2.59520
C -2.79370 -5.46343 2.16546
C -3.84131 -5.45262 3.15403
N -4.66664 -5.43315 3.95241
N 0.31481 0.30505 0.24057
N -0.20552 4.83850 -1.87934
O 0.45707 4.95197 -3.10204
H 2.82235 2.95610 -4.26303
H 1.55698 3.71105 -5.25818
H 2.78236 4.71857 -4.48825
H -0.84540 3.91038 0.40985
H -0.49994 2.26140 -0.11468
H 2.14896 4.38003 2.24293
H 2.14117 5.01106 0.59408
H 0.67632 5.14018 1.59101
H 3.56918 -0.14493 0.20756
H -0.00443 -2.74515 -1.02524
H -1.33736 -0.98748 -2.18452
H -2.38838 -2.19003 -1.41635
H -2.15198 -0.59536 -0.66477
H -1.06694 -1.96536 1.59912
H -1.89419 -3.60127 2.98000
H -0.76912 -6.26921 1.89163
H -1.19840 -5.90593 3.64358
H -3.07576 -5.80826 1.18016

(3)
44
Properties=species:S:1:pos:R:3 method="wB97M-V/def2-TZVPD" smiles="Cc1nc(CN(C)C(=O)c2coc([C@H](C)NC(=O)[C@@H]3C[C@H]3C#N)n2)no1" energy_ha=-1249.97944 multiplicity=1 e_homo_ev=-9.53 de_lowest_ev=0.108
C 0.89631 -3.79345 -4.28580
C 1.17492 -2.33857 -4.24089
N 1.19177 -1.55177 -3.21603
C 1.50597 -0.33660 -3.78971
C 1.68060 0.91965 -2.99712
N 2.89106 0.86536 -2.19059
C 4.13022 1.11573 -2.91196
C 2.97123 0.29036 -0.95625
O 4.03855 0.02544 -0.42567
C 1.72921 -0.03166 -0.19391
C 1.72126 -0.90445 0.83218
O 0.45423 -0.98212 1.31793
C -0.25334 -0.10874 0.56578
C -1.70098 0.08837 0.90320
C -2.41818 0.85630 -0.19595
N -1.83487 0.76599 2.18577
C -2.07428 0.08720 3.34371
O -2.33697 -1.09788 3.37667
C -2.10487 0.95850 4.56797
C -2.57998 0.35537 5.84111
C -3.51171 1.25073 5.07635
C -3.79261 2.57212 5.57436
N -4.00087 3.63210 5.96520
N 0.43983 0.48191 -0.34315
N 1.67376 -0.37714 -5.07410
O 1.45043 -1.71622 -5.38957
H 0.69788 -4.14665 -3.27839
H 0.03452 -3.99353 -4.92171
H 1.75145 -4.32734 -4.69911
H 1.76407 1.75756 -3.68851
H 0.81512 1.06439 -2.35950
H 4.95992 1.02134 -2.22029
H 4.25754 0.40104 -3.72875
H 4.10668 2.12211 -3.33268
H 2.47618 -1.51433 1.29225
H -2.15204 -0.89394 1.04908
H -2.33162 0.32836 -1.14400
H -3.47052 0.96237 0.06276
H -1.98019 1.84613 -0.32692
H -1.57041 1.73707 2.23365
H -1.40532 1.78327 4.60509
H -2.79614 -0.70300 5.81719
H -2.17086 0.74228 6.76282
H -4.32695 0.78634 4.53749